A 2-piece molecular cluster, C4H10O2 overall, computed with ωB97M-V/def2-TZVPD.

Calculated values
Structure (SMILES) ... C/C=C(/C)O.O
LUMO ... 0.62 eV
Relative energy (zero: lowest compared OMol25 entry of this formula, charge and spin) ... 64.1 kcal/mol
DFT total energy ... -8402.7679 eV

Last column: Mulliken charge in e.
Element x y z (Å)
C1 1.85 -0.26 -1.34  -1.221
C2 0.64 0.53 -1.39  -0.152
C3 -0.51 0.27 -0.66  0.560
C4 -1.97 0.84 -0.59  -1.209
O1 -0.27 -0.69 0.35  -0.651
H1 1.86 -0.47 -2.38  0.325
H2 2.01 -1.19 -0.83  0.331
H3 2.59 0.16 -0.73  0.322
H4 0.70 1.39 -2.18  0.244
H5 -2.65 0.16 -1.04  0.312
H6 -1.89 1.76 -1.15  0.321
H7 -2.14 1.02 0.47  0.370
H8 -1.11 -0.89 0.82  0.394
O2 0.32 -0.50 2.92  -0.603
H9 0.32 0.34 2.49  0.311
H10 -0.10 -1.07 2.23  0.347